(1)
H2IN3 | ωB97M-V with the def2-TZVPD basis set

HOMO-LUMO gap ... 10.68 eV
Molar mass ... 170.94 g mol⁻¹
Relative energy (zero: lowest compared OMol25 entry of this formula, charge and spin) ... 0.00 kcal/mol
Net charge ... 0

Element x y z (Å)
N -0.9139 0.2146 -0.1519
N -0.1728 -0.0929 -0.9363
N -1.6390 0.7458 0.6163
I 3.1205 -0.6358 0.0405
H -2.2077 0.2224 1.2609
H 1.8129 -0.4541 -0.8296


(2)
C12H23CeN2O3P2 | ωB97M-V with the def2-TZVPD basis set

HOMO-LUMO gap (spin up / spin down) ... 4.58 / 4.57 eV
Molar mass ... 445.39 g mol⁻¹
Relative energy (zero: lowest compared OMol25 entry of this formula, charge and spin) ... 74.73 kcal/mol
Net charge ... +3

Element x y z (Å)
Ce 0.0331 0.0257 1.2648
P -2.5471 0.4847 0.7057
C -2.1528 0.8478 -0.9375
C -0.8947 1.3451 -1.4852
N 0.2666 1.1482 -0.7833
C 1.5094 1.4728 -1.1663
C 1.6603 2.2042 -2.3358
C 0.5101 2.4911 -3.0749
C -0.7573 2.0706 -2.6769
C 2.6757 1.0903 -0.2285
P 2.5659 -0.4599 0.7876
H -1.6526 2.2871 -3.2428
H 2.6613 2.5051 -2.6238
H 0.6191 3.0511 -3.9906
H 3.5634 0.8760 -0.8304
H 2.8873 1.9364 0.4492
H -2.2865 -1.2556 -2.8525
H -3.0403 1.0760 -1.5269
H -0.6655 -3.6322 -1.3811
O -2.0217 -2.1760 -3.0951
H -2.6952 -2.3796 -3.7817
H -0.3342 -1.7417 1.6920
O -0.2238 -4.0711 -0.6074
H 0.5324 -3.4746 -0.4228
C 2.8325 -1.8425 -0.3019
H 3.8630 -1.6748 -0.5982
H 2.7054 -2.7763 0.2499
H 2.1578 -1.8340 -1.1608
C 3.6947 -0.3514 2.1705
H 3.5986 -1.2652 2.7573
H 4.6419 -0.2688 1.6501
H 3.4670 0.5174 2.7898
C -3.0838 1.9416 1.6043
H -4.0467 2.1171 1.1132
H -3.1741 1.7138 2.6732
H -2.3856 2.7759 1.4512
C -3.4828 -1.0197 0.9572
H -3.6294 -1.1777 2.0332
H -4.4059 -0.7554 0.4325
H -2.9791 -1.8882 0.5122
O -0.0010 -0.0042 5.7850
C 0.0029 0.0082 4.6206
N 0.0119 0.0630 3.4051


(3)
C53H55InN7O5PS2 | ωB97M-V with the def2-TZVPD basis set

HOMO-LUMO gap ... 7.59 eV
Molar mass ... 1079.99 g mol⁻¹
Relative energy (zero: lowest compared OMol25 entry of this formula, charge and spin) ... 68.05 kcal/mol
Net charge ... 0

Element x y z (Å)
In 0.3867 -0.2834 0.5118
C 3.5658 2.2023 -0.3920
C 3.3460 0.7261 -0.3298
N 2.5339 0.2252 -1.2105
N 2.6732 -1.0952 -1.4779
C 1.8516 -1.6466 -2.2775
S -0.5425 -2.2947 -0.5045
S 2.3559 -3.2040 -2.8895
C 3.7653 -3.5798 -1.7747
C 5.1266 -3.1234 -2.2054
C 5.4171 -1.7926 -2.4910
C 6.7075 -1.3986 -2.7945
C 7.7370 -2.3212 -2.8139
C 7.4599 -3.6506 -2.5455
C 6.1654 -4.0468 -2.2556
C 4.0600 -0.1079 0.6169
C 5.4140 0.0881 0.9004
C 6.0979 -0.7666 1.7347
C 5.4133 -1.8096 2.3557
C 4.0674 -1.9791 2.1510
C 3.3439 -1.1467 1.2756
O 2.0764 -1.3802 1.1192
H 4.3304 2.4214 -1.1394
H 2.6519 2.7006 -0.7074
H 3.9005 2.5814 0.5664
H 3.4861 -3.1310 -0.8203
H 3.7397 -4.6659 -1.6935
H 4.6349 -1.0537 -2.4641
H 6.9116 -0.3587 -3.0086
H 8.7467 -2.0093 -3.0377
H 8.2531 -4.3828 -2.5550
H 5.9614 -5.0891 -2.0556
H 5.9368 0.9015 0.4150
H 7.1568 -0.6398 1.8999
H 5.9420 -2.4838 3.0129
H 3.5137 -2.7697 2.6359
C -2.0089 0.5626 2.9204
C -2.9410 1.4568 2.1212
C -4.1447 1.7572 3.0180
C -3.3719 0.7689 0.8175
C -4.5742 1.4766 0.1519
O -4.1709 1.6607 -1.1853
C -2.8910 1.2220 -1.3041
N -2.3622 0.7466 -0.2443
C -2.4179 1.3111 -2.6942
C -3.4323 1.5776 -3.6303
C -3.1818 1.6775 -4.9804
C -1.8845 1.5367 -5.4376
C -0.8812 1.2770 -4.5286
C -1.1084 1.1401 -3.1594
P 0.4064 0.7269 -2.1475
C 1.5324 1.8073 -3.1150
C 2.6666 1.3678 -3.7898
C 3.4383 2.2637 -4.5069
C 3.1133 3.6091 -4.5235
C 2.0082 4.0589 -3.8200
C 1.2144 3.1626 -3.1269
C 0.5705 -1.0537 -2.8178
C 0.6489 -1.2112 -4.3112
C 0.0676 -2.2187 -4.9646
C -0.7495 -3.1910 -4.2766
C -1.0900 -2.9915 -3.0064
C -0.6834 -1.7637 -2.2526
H -1.5446 1.1265 3.7227
H -1.2294 0.1346 2.2969
H -2.5756 -0.2587 3.3528
H -2.4440 2.3974 1.8645
H -4.7672 0.8696 3.1187
H -4.7556 2.5741 2.6458
H -3.7811 2.0329 4.0053
H -3.6077 -0.2778 1.0524
H -4.7785 2.4636 0.5757
H -5.4906 0.8815 0.1666
H -4.4467 1.6901 -3.2823
H -3.9925 1.8659 -5.6685
H -1.6523 1.6289 -6.4878
H 0.1237 1.1737 -4.9008
H 2.9599 0.3296 -3.7574
H 4.2992 1.9120 -5.0545
H 3.7290 4.3065 -5.0715
H 1.7663 5.1117 -3.8184
H 0.3463 3.4965 -2.5747
H 1.3406 -0.5641 -4.8273
H 0.2354 -2.3479 -6.0225
H -1.0613 -4.0763 -4.8088
H -1.6952 -3.6967 -2.4575
H -1.5243 -1.0553 -2.2800
C 0.2097 2.1516 5.4950
C 1.3761 2.8529 4.8178
C 1.2022 3.0768 3.3054
C 2.5180 3.7349 2.7887
C 2.3831 4.7051 1.6216
C 0.0346 4.0015 3.0068
O -0.4252 4.7965 3.7903
N -0.4399 3.8976 1.7242
C -0.0875 2.9100 0.7843
O -0.4164 3.0361 -0.3756
N 0.5528 1.8429 1.2872
C 0.9946 1.7651 2.5524
O 1.2473 0.6778 3.0380
H 0.4083 2.0662 6.5600
H 0.0850 1.1521 5.0895
H -0.7056 2.7224 5.3619
H 2.2827 2.2636 4.9686
H 1.5155 3.8330 5.2791
H 3.2095 2.9284 2.5326
H 2.9510 4.2848 3.6271
H 1.9298 4.2483 0.7473
H 3.3723 5.0566 1.3386
H 1.7869 5.5674 1.9121
H -1.1081 4.5965 1.4175
N -3.3086 -3.0774 5.8563
C -2.5984 -2.8868 4.7004
C -1.2166 -2.6656 4.7152
C -0.5577 -2.4530 3.5192
N -1.1587 -2.4668 2.3368
C -2.4533 -2.7588 2.3129
C -3.2154 -2.9630 3.4469
H -2.8976 -2.7665 6.7197
H -4.3123 -3.0188 5.8032
H -0.6777 -2.6625 5.6514
H 0.5033 -2.2407 3.4930
H -2.8973 -2.8231 1.3264
H -4.2766 -3.1617 3.3737


(4)
C13H10FeN4O8S | ωB97M-V with the def2-TZVPD basis set

HOMO-LUMO gap (spin up / spin down) ... 5.84 / 5.38 eV
Molar mass ... 438.15 g mol⁻¹
2S+1 ... 5
Relative energy (zero: lowest compared OMol25 entry of this formula, charge and spin) ... 9.51 kcal/mol
Net charge ... -2

Element x y z (Å)
Fe -0.2743 -0.9188 -0.5017
O -1.6133 0.1910 5.4279
C -1.4203 0.0068 4.1006
C -2.3112 -0.6208 3.2318
C -1.9066 -0.9902 1.9473
N -0.6781 -0.6434 1.5334
C 0.1631 0.0529 2.2854
C -0.1670 0.4378 3.5701
C 1.5061 0.3405 1.6281
O 2.4961 0.8508 2.1833
O 1.5153 -0.0022 0.3473
C -2.7723 -1.6519 0.9361
O -3.9609 -1.9373 1.2024
O -2.0732 -1.9722 -0.1071
H -2.5043 -0.0984 5.7011
H -3.3180 -0.8735 3.5537
H 0.4702 1.1174 4.1279
N 3.4068 -1.9447 -1.0339
N 2.9589 -3.2216 -1.0002
C 1.5710 -3.5688 -0.6097
O 1.3638 -4.7263 -0.2503
O 0.6639 -2.6541 -0.8363
H 2.6087 -1.2731 -1.1095
H 3.8394 -1.7207 -0.1393
H 3.6909 -3.9008 -1.0735
O -1.2103 0.5707 -1.3024
N -0.6659 1.5446 -2.0396
C -0.8485 2.8321 -1.7357
C -0.5598 3.8715 -2.6383
C 0.1063 3.5799 -3.8173
C 0.4197 2.2792 -4.0708
C -0.0735 1.2324 -3.2471
S 0.2947 -0.3425 -3.7545
H -1.2329 3.0442 -0.7053
H -1.0407 4.8271 -2.3926
H 0.4712 4.3068 -4.5039
H 1.0850 1.9757 -4.9072


(5)
C31H33N4O4PdS3 | ωB97M-V with the def2-TZVPD basis set

HOMO-LUMO gap (spin up / spin down) ... 7.58 / 5.87 eV
Molar mass ... 728.25 g mol⁻¹
2S+1 ... 3
Relative energy (zero: lowest compared OMol25 entry of this formula, charge and spin) ... 15.66 kcal/mol
Net charge ... +1

Element x y z (Å)
Pd 0.4510 -0.2642 0.0651
O 1.8205 -0.5713 3.1666
S 1.0759 -1.7293 2.7501
O 0.6477 -2.6568 3.7543
N -0.1886 -1.1594 1.8278
C -1.4478 -1.1234 2.2456
C -1.8870 -1.3918 3.5732
C -3.2340 -1.3557 3.8904
C -4.1806 -1.0799 2.9252
C -3.7983 -0.8032 1.5798
C -4.7422 -0.5655 0.5647
C -4.3075 -0.3559 -0.7129
C -2.9284 -0.3426 -0.9542
N -2.0193 -0.5244 -0.0196
C -2.4426 -0.7861 1.2299
C 2.0772 -2.6527 1.6166
C 3.2723 -3.0642 2.2024
C 4.1945 -3.7607 1.4420
C 3.9255 -4.0404 0.1069
C 2.7206 -3.6495 -0.4571
C 1.7834 -2.9612 0.2978
H -1.1584 -1.6221 4.3338
H -3.5407 -1.5577 4.9087
H -5.2344 -1.0748 3.1788
H -5.7998 -0.5672 0.8063
H -5.0022 -0.2025 -1.5279
H -2.5564 -0.1781 -1.9590
H 3.4743 -2.8305 3.2421
H 5.1243 -4.0838 1.8911
H 4.6498 -4.5834 -0.4889
H 2.5028 -3.8956 -1.4885
H 0.8253 -2.7338 -0.1298
O -0.7543 3.7517 -1.6944
S -1.6219 2.5524 -1.9533
C -1.3442 2.0596 -3.6858
C -2.2954 2.8954 -4.5335
C -3.6267 2.8486 -3.7878
C -3.2924 3.1923 -2.3358
H -1.5558 0.9877 -3.7699
H -0.2849 2.2337 -3.8826
H -2.3703 2.5247 -5.5557
H -1.9286 3.9250 -4.5721
H -4.0566 1.8440 -3.8543
H -4.3528 3.5474 -4.2029
H -3.9971 2.7825 -1.6104
H -3.1921 4.2652 -2.1722
C 5.0641 0.1636 1.3000
C 4.0578 0.4816 0.2187
O 2.7294 0.6306 0.7421
H 6.0496 0.0027 0.8588
H 4.7789 -0.7414 1.8400
H 5.1402 0.9863 2.0153
H 4.0440 -0.3065 -0.5366
H 4.3211 1.4162 -0.2773
H 2.7143 0.3809 1.6743
S 3.4590 3.0909 -4.8392
C 2.6218 2.1624 -3.5679
C 2.4143 0.7899 -3.6921
C 1.7014 0.1362 -2.7122
N 1.2063 0.7616 -1.6288
C 1.4225 2.0766 -1.5036
C 2.1154 2.8093 -2.4555
C 5.1117 2.4615 -4.5786
C 5.9519 3.0851 -3.6675
C 7.2375 2.5817 -3.5091
N 7.7068 1.5313 -4.1878
C 6.8860 0.9498 -5.0649
C 5.5846 1.3765 -5.2991
H 2.7986 0.2443 -4.5433
H 1.5015 -0.9239 -2.7870
H 1.0242 2.5548 -0.6272
H 2.2425 3.8763 -2.3275
H 5.6147 3.9431 -3.0996
H 7.9249 3.0453 -2.8088
H 7.2918 0.1058 -5.6135
H 4.9642 0.8815 -6.0358


Question: Which value of relative energy (zero: lowest compared OMol25 entry of this formula, charge and spin) does entry 5 give?
Answer: 15.66 kcal/mol


Question: Among the records above, which one has the lowest molar mass?
Answer: H2IN3


Question: Look up the net charge of the fifth one.
Answer: +1


Question: What is the molar mass in the second record?
Answer: 445.39 g mol⁻¹